Below is a structure of composition C31H37N8OPRbS2, with properties calculated with the ωB97M-V functional and the def2-TZVPD basis.

ORCA input file:
```
! RIJCOSX wB97M-V def2-TZVPD def2/J DEFGRID3
* xyz 1 1
H 4.29440 -1.51440 -0.01225
S 1.86798 -1.19033 -0.72422
H 5.34190 1.86246 0.01012
H 3.90222 3.76549 -0.77115
C 0.18280 -5.36675 -0.15990
H 0.46552 2.83216 -3.04596
C -5.04189 -4.79849 0.24391
C -3.67019 1.14927 -0.40950
H 5.38147 -0.45813 0.90384
H -5.95443 1.25768 3.09544
H -7.16195 -4.82301 1.75803
N -3.42785 -0.03655 0.21335
C -6.59591 -3.93012 2.00830
H 5.62940 -0.49843 -4.60546
H -5.64670 -5.66019 0.01859
H 2.80512 7.11062 -3.83748
N 3.77891 0.49561 -0.00080
H -1.30056 -4.14374 0.22256
H 0.35990 3.68938 -0.52123
H 8.93541 0.28925 -2.00705
H 0.25210 -1.78532 3.28699
N -5.39668 -3.88417 1.18983
C -6.28386 1.18730 2.05985
C 2.18915 5.66465 -2.38064
C 4.80203 -0.55418 -0.01605
N -2.74297 -1.46392 4.47661
C -4.41722 -2.92776 1.22046
H -6.76006 2.12325 1.78159
C -1.40490 -1.54754 4.72812
H -3.33690 -1.29714 6.46041
H 1.82138 5.87333 -5.73733
C 2.48859 0.28866 -0.30701
Rb -1.19908 -1.60177 -0.20113
C -4.33340 -0.14433 1.16525
C 6.03341 -0.38686 -3.60748
C -0.79821 -1.68819 3.50915
H 8.02361 0.04472 -4.28932
C 5.71566 -0.41793 -1.21697
N -1.73639 -1.69227 2.52197
H -1.00530 -1.50129 5.72677
H -3.26684 -4.80437 -1.06335
H -0.30282 -6.03265 -0.87815
C -4.74183 1.77178 0.17103
H 1.22258 -5.24134 -0.45289
N 2.14721 2.66604 -0.60347
H -3.06058 1.48985 -1.23078
H 3.82184 2.36974 -1.86025
C 4.26604 1.85945 0.17211
C 1.39753 3.90982 -0.75095
H -7.22050 -3.05717 1.82710
C 7.37676 -0.08154 -3.43100
C 5.20712 -0.55603 -2.50815
H -6.33894 -3.96301 3.06539
C 7.88895 0.05348 -2.15131
H -5.22797 2.70848 -0.04214
H 0.15214 -5.83085 0.82819
C -2.90248 -1.55633 3.12105
H 1.76710 4.63118 -0.01750
H 4.16411 -0.80644 -2.64829
C 1.74454 5.47587 -4.73384
N -3.47468 -3.20031 0.33678
H 2.61693 6.21588 -1.55031
H -7.01594 0.38570 1.97880
H 4.05446 2.21645 1.18460
C -3.85486 -4.36017 -0.27523
C 0.98127 3.77051 -3.22210
C 1.58766 1.49788 -0.25019
H 7.46669 -0.00576 -0.04891
H -4.32935 -0.37587 5.32439
P -4.55288 -1.50556 2.35351
N -5.15971 0.94671 1.17329
C 1.52970 4.46451 -2.14727
C 7.06025 -0.11042 -1.04905
S 0.01710 1.34815 0.26008
H -4.49480 -2.13559 5.42099
O -0.41352 -4.07235 -0.15377
C 2.29442 6.17161 -3.66865
C 1.08894 4.27234 -4.50880
C 3.58085 2.72911 -0.85512
C -3.78796 -1.30918 5.47223
H 0.65496 3.72934 -5.33835
*
```

Computed properties:
E_LUMO   -0.0900 hartree
HOMO energy   -0.375 Ha
Orbital gap   7.7 eV
DFT total energy   -2878.4682 hartree